Record 1
Computed, not measured: a structure of composition C6H14CaO3 at a distorted geometry, with wB97M-V/def2-TZVPD.

Element x y z (Å)
C1 -1.7954 2.6120 -0.8945
O1 -2.8369 1.7003 -1.0359
C2 -0.4371 1.9188 -0.9763
O2 -0.5261 0.7772 -0.0974
C3 0.4205 -0.2145 -0.1673
C4 -0.0380 -1.4448 0.5293
O3 -1.4324 -1.6439 0.2412
C5 -1.9222 -2.9142 0.6726
Ca1 -2.5326 0.0418 -0.2402
H1 -1.8529 3.1490 0.0737
H2 -1.8103 3.3850 -1.6850
H3 0.3902 2.5633 -0.6510
H4 -0.2430 1.5392 -1.9904
H5 2.6319 0.2051 0.3543
H6 1.1253 -0.2491 -1.0003
H7 0.0773 -1.3793 1.6264
H8 0.5378 -2.3121 0.1773
H9 -2.9751 -2.9822 0.3835
H10 -1.3494 -3.7095 0.1783
H11 -1.8248 -3.0023 1.7629
C6 3.8294 0.4383 0.6255
H12 4.1717 -0.2371 1.4177
H13 4.4449 0.2844 -0.2671
H14 3.9472 1.4747 0.9625

## Properties
Expectation value of S² ... 0.75
Multiplicity ... 2
Gap between HOMO and LUMO (alpha / beta) ... 8.27 / 8.97 eV
Highest occupied orbital energy (alpha / beta) ... -12.11 / -12.98 eV
Charge ... +1

=====

Record 2
Computed, not measured: a cluster of 2 separate species, C14H16 in total, with wB97M-V/def2-TZVPD.

Element x y z (Å)
C1 2.0814 0.9687 3.1129
C2 0.9562 1.6584 2.3812
C3 0.9423 1.7310 0.9969
C4 -0.0992 2.3691 0.3225
C5 -1.1336 2.9456 1.0334
C6 -1.1256 2.8822 2.4253
C7 -0.0947 2.2432 3.0897
H1 2.5574 0.2266 2.4676
H2 1.7002 0.4646 4.0003
H3 2.8547 1.6713 3.4200
H4 1.7419 1.3013 0.4060
H5 -0.0688 2.3882 -0.7599
H6 -1.9547 3.4404 0.5338
H7 -1.9374 3.3411 2.9724
H8 -0.0983 2.1850 4.1705
C8 -2.4918 -1.6689 -2.8293
C9 -1.1110 -1.9236 -2.2782
C10 -0.6560 -1.2278 -1.1613
C11 0.6066 -1.4649 -0.6376
C12 1.4396 -2.4030 -1.2309
C13 0.9986 -3.0990 -2.3438
C14 -0.2683 -2.8646 -2.8624
H9 -2.6309 -2.1761 -3.7809
H10 -2.6549 -0.5983 -2.9691
H11 -3.2520 -2.0168 -2.1301
H12 -1.3021 -0.4862 -0.7071
H13 0.9016 -0.9111 0.2427
H14 2.4278 -2.5723 -0.8197
H15 1.6403 -3.8302 -2.8195
H16 -0.6067 -3.4173 -3.7330

## Properties
Gap between HOMO and LUMO ... 9.94 eV
Highest occupied orbital energy ... -9.00 eV
Structure (SMILES) ... Cc1ccccc1.Cc1ccccc1

=====

Record 3
Computed, not measured: the ion C3H3N2S with charge +1 at a distorted geometry, with wB97M-V/def2-TZVPD.

Element x y z (Å)
C1 1.0420 -0.2870 -0.8836
C2 0.2647 1.4960 0.1062
C3 -0.1089 -0.6377 0.0548
N1 1.2389 0.9826 -0.7706
N2 -0.6035 0.5074 0.5257
S1 -0.8621 -2.1367 0.3470
H1 1.4376 -0.9820 -1.5355
H2 0.3331 2.5605 0.2350
H3 -2.1759 -1.5762 0.6889

## Properties
Gap between HOMO and LUMO (alpha / beta) ... 7.48 / 7.48 eV
Highest occupied orbital energy (alpha / beta) ... -16.00 / -16.00 eV
Charge ... +1

=====

Record 4
Computed, not measured: a cluster of 2 separate species, C6H13N3 in total at a distorted geometry, with wB97M-V/def2-TZVPD.

Element x y z (Å)
C1 1.7084 0.6181 1.2286
C2 0.9628 -0.2673 0.5928
N1 0.9974 -0.6125 -0.7655
C3 0.8680 -2.0350 -0.9935
N2 2.0679 -0.0210 -1.5078
H1 1.3436 0.7847 2.2621
H2 2.6004 1.0952 0.8654
H3 0.1049 -0.5721 1.1070
H4 0.2677 -2.2828 -1.9542
H5 1.8338 -2.4450 -1.1968
H6 0.3412 -2.5562 -0.1620
H7 2.9096 -0.1309 -1.0196
H8 2.1057 -0.4838 -2.3459
C4 -0.6057 2.0915 -0.4653
C5 -1.1753 1.3786 0.4238
N3 -1.9665 0.7562 1.1885
C6 -3.1879 0.1014 1.1027
H9 -1.0389 3.1091 -0.5263
H10 0.3015 1.8348 -0.9923
H11 -3.3933 -0.3097 2.1064
H12 -3.9372 0.6956 0.6097
H13 -3.1079 -0.7487 0.4424

## Properties
Gap between HOMO and LUMO ... 8.71 eV
Highest occupied orbital energy ... -7.80 eV
Structure (SMILES) ... C=CN(C)N.C=C=NC

=====

Record 5
Computed, not measured: a structure of composition C6H9NO at a distorted geometry, with wB97M-V/def2-TZVPD.

Element x y z (Å)
C1 0.2274 -0.0869 0.1322
C2 -0.6118 -1.3675 -0.5339
C3 0.0419 1.2723 -0.5996
C4 -1.1243 1.8813 -0.2108
C5 1.6975 -0.2007 -0.1232
C6 2.8498 -0.3421 -0.2679
H1 0.0109 -0.7668 1.7292
H2 0.4679 0.7434 1.8464
H3 -0.3341 -2.3012 -0.0433
H4 -0.3292 -1.6175 -1.4439
H5 -2.4943 -2.0683 0.0859
H6 0.6638 1.7168 -1.4730
H7 -1.1510 2.8609 -0.9612
H8 -1.7559 1.5961 0.7027
H9 4.0084 -0.4254 0.0244
N1 -0.2614 0.1181 1.4593
O1 -1.9056 -1.0125 -0.3234

## Properties
Gap between HOMO and LUMO ... 9.44 eV
Highest occupied orbital energy ... -9.24 eV

=====

Record 6
Computed, not measured: a structure of composition C27H35N6O3P2Sn, with wB97M-V/def2-TZVPD.

Element x y z (Å)
Sn1 -1.8308 -1.4236 -0.2625
C1 8.7497 6.0325 -4.9485
O1 7.4341 5.4033 -5.0886
C2 6.6565 5.2337 -4.0725
C3 6.9535 5.6926 -2.7564
C4 6.0462 5.4535 -1.7786
C5 4.8217 4.7508 -2.0608
C6 4.5280 4.3245 -3.4059
C7 5.4217 4.5601 -4.3837
N1 4.0459 4.5743 -1.0202
N2 2.8784 4.0756 -1.1154
C8 2.3578 2.9873 -0.7199
C9 3.1669 1.8638 -0.2210
C10 2.6068 0.7143 0.1552
C11 1.1439 0.5190 0.1130
O2 0.6473 -0.5458 0.4519
C12 0.2912 1.6851 -0.3026
N3 -1.0333 1.5144 -0.2244
C13 -1.8042 2.5422 -0.5581
C14 -1.3071 3.7835 -0.9499
C15 0.0572 3.9559 -1.0179
C16 0.8810 2.8787 -0.6982
H1 9.2199 5.8810 -5.9125
H2 9.3046 5.5197 -4.1670
H3 8.6043 7.0886 -4.7366
H4 7.8639 6.2305 -2.5456
H5 6.2139 5.7864 -0.7630
H6 3.5846 3.8397 -3.6199
H7 5.2518 4.2772 -5.4126
H8 4.2366 2.0171 -0.1468
H9 3.1939 -0.1079 0.5417
H10 -2.8756 2.3877 -0.4990
H11 -1.9867 4.5903 -1.1845
H12 0.4876 4.9057 -1.3071
C17 -5.7712 -0.0511 -0.1651
P1 -4.5975 -1.2204 0.5659
C18 -5.4867 -2.8002 0.5703
C19 -4.5104 -0.7336 2.3287
C20 -3.4668 -1.5687 3.0751
P2 -1.7927 -1.3230 2.4081
C21 -0.7095 -2.4718 3.2820
C22 -1.3150 0.3142 3.0109
H13 -6.6886 -0.0287 0.4263
H14 -6.0192 -0.3542 -1.1821
H15 -5.3543 0.9548 -0.2002
H16 -6.4013 -2.7244 1.1631
H17 -4.8485 -3.5881 0.9599
H18 -5.7578 -3.0676 -0.4519
H19 -5.4963 -0.8361 2.7893
H20 -4.2627 0.3310 2.3712
H21 -3.6774 -2.6317 2.9735
H22 -3.4517 -1.3311 4.1426
H23 -0.7702 -2.2762 4.3540
H24 0.3216 -2.3352 2.9579
H25 -1.0150 -3.4967 3.0813
H26 -1.4862 0.3707 4.0880
H27 -1.8797 1.0994 2.5156
H28 -0.2554 0.4772 2.8223
C23 -0.3445 -5.8037 -0.9148
N4 -1.2837 -5.7776 0.2216
C24 -1.5308 -6.9134 0.9319
C25 -2.3820 -6.9189 1.9737
C26 -3.0008 -5.6792 2.2908
N5 -2.7460 -4.5530 1.6089
C27 -1.8969 -4.6080 0.5798
O3 -1.5930 -3.5891 -0.1267
N6 -3.8755 -5.6095 3.2984
H29 -0.2670 -6.8323 -1.2541
H30 0.6296 -5.4360 -0.5994
H31 -0.7346 -5.1806 -1.7115
H32 -1.0122 -7.7997 0.5934
H33 -2.5891 -7.8244 2.5219
H34 -4.1330 -6.4249 3.8282
H35 -4.3591 -4.7501 3.4890

## Properties
Gap between HOMO and LUMO ... 6.42 eV
Highest occupied orbital energy ... -15.43 eV
Charge ... +3

=====

Record 7
Computed, not measured: a cluster of 2 separate species, C7H9N in total at a distorted geometry, with wB97M-V/def2-TZVPD.

Element x y z (Å)
C1 -0.0627 2.1952 -0.8223
C2 1.2194 1.7928 -0.5317
C3 1.4379 0.4260 -0.3702
N1 0.4634 -0.4969 -0.4221
C4 -0.7666 -0.0993 -0.7426
C5 -1.0903 1.2219 -0.9900
H1 -0.3247 3.2832 -0.8682
H2 2.0518 2.5122 -0.4655
H3 2.4494 0.0598 -0.1277
H4 -1.5108 -0.9394 -0.8211
H5 -2.1497 1.4587 -1.1376
C6 -0.6818 -1.5786 1.5557
C7 0.1213 -2.3582 0.8998
H6 -0.7421 -1.3122 2.6929
H7 -1.4558 -0.9672 1.0686
H8 1.0945 -2.7957 1.2603
H9 -0.0534 -2.4020 -0.1783

## Properties
Gap between HOMO and LUMO ... 9.26 eV
Highest occupied orbital energy ... -8.27 eV
Structure (SMILES) ... c1ccncc1.C=C

=====

Record 8
Computed, not measured: a structure of composition C7H11GaI2N2OS at a distorted geometry, with wB97M-V/def2-TZVPD.

Element x y z (Å)
C1 1.5067 2.3877 0.7698
I1 2.6725 -0.5784 2.1415
H1 1.3248 3.3100 0.2165
H2 1.8395 1.5750 0.1018
H3 2.2283 2.5102 1.5935
C2 -0.3730 -1.9212 -1.9062
C3 -0.2017 -0.5505 -0.1242
N1 -0.1058 -1.8503 -0.5443
H4 -0.9324 -0.3309 -3.3038
I2 -2.6978 -0.2236 1.8731
N2 -0.5661 0.1598 -1.2322
H5 -0.3811 -2.8523 -2.4447
Ga1 -0.1492 -0.0539 1.7379
C4 0.1725 2.0784 1.3634
O1 -0.7484 2.6941 1.7819
C5 -0.6413 -0.6854 -2.3296
C6 -0.8993 1.5487 -1.3085
H6 -1.4357 1.7188 -2.2376
H7 -0.0009 2.1716 -1.3284
H8 -1.5342 1.8297 -0.4636
C7 0.0899 -2.9916 0.2754
H9 0.6079 -3.7583 -0.2957
H10 -0.8715 -3.3971 0.6004
H11 0.6857 -2.7117 1.1517
S1 0.4106 -0.0788 3.9122

## Properties
Gap between HOMO and LUMO (alpha / beta) ... 2.70 / 2.70 eV
Highest occupied orbital energy (alpha / beta) ... 1.89 / 1.90 eV
Charge ... -2

=====

Record 9
Computed, not measured: a cluster of 5 separate species, C5H18O4 in total at a distorted geometry, with wB97M-V/def2-TZVPD.

Element x y z (Å)
C1 -0.6723 -0.2544 2.3408
C2 -1.0489 -0.2325 0.9171
C3 -0.4539 -0.9233 -0.0723
C4 -0.8229 -0.7616 -1.3845
C5 -0.6726 -2.1319 -2.0876
H1 0.3287 0.3103 2.3662
H2 -0.5017 -1.3603 2.6946
H3 -1.3457 0.2931 2.9355
H4 -1.9569 0.2971 0.5701
H5 0.4532 -1.5454 0.1676
H6 -1.8028 -0.2932 -1.4197
H7 -0.0902 0.0850 -1.7779
H8 -0.7279 -2.9566 -1.3485
H9 0.4710 -2.2369 -2.3821
H10 -1.2728 -1.9861 -2.9493
O1 1.3277 1.5611 1.5803
H11 1.9575 2.3417 1.5924
H12 0.5004 1.7932 1.2220
O2 -1.3735 2.6066 -0.6982
H13 -2.1352 3.1071 -0.4112
H14 -1.6844 2.0133 -1.3243
O3 1.6370 1.4571 -1.3300
H15 2.2177 2.0923 -1.2497
H16 1.1705 1.5095 -0.4466
O4 2.2280 -1.8179 0.5548
H17 2.1621 -0.8153 0.4410
H18 2.1080 -2.1520 1.4994

## Properties
Gap between HOMO and LUMO ... 8.49 eV
Highest occupied orbital energy ... -8.17 eV
Structure (SMILES) ... C/C=C/CC.O.O.O.O

=====

Record 10
Computed, not measured: a structure of composition C24H20B2Cl3F4N10O2W, with wB97M-V/def2-TZVPD.

Element x y z (Å)
W1 -0.0829 -0.7228 -0.2732
C1 1.0129 0.3869 -4.2924
C2 1.2732 -0.1766 -3.0547
N1 0.1246 -0.3537 -2.3877
N2 -0.8703 0.1072 -3.1712
C3 -0.3645 0.5435 -4.3246
B1 -2.3155 -0.1021 -2.7073
N3 -2.6333 0.7640 -1.4846
C4 -3.5932 1.6809 -1.3331
C5 -3.6080 2.0922 -0.0148
C6 -2.5993 1.3561 0.5891
N4 -2.0056 0.5472 -0.3008
N5 -2.3909 -1.5683 -2.2349
C7 -3.2657 -2.4811 -2.6514
C8 -3.1093 -3.6281 -1.8977
C9 -2.0945 -3.3199 -1.0130
N6 -1.6419 -2.0667 -1.2111
H1 1.7205 0.6344 -5.0630
H2 2.2165 -0.4405 -2.6069
H3 -1.0142 0.9211 -5.0964
H4 -3.0881 0.1026 -3.5915
H5 -4.2053 1.9706 -2.1708
H6 -4.2546 2.8185 0.4434
H7 -2.2789 1.3900 1.6146
H8 -3.9489 -2.2473 -3.4505
H9 -3.6537 -4.5519 -1.9721
H10 -1.7038 -3.9568 -0.2483
O1 1.0552 4.0078 2.5879
C10 1.3583 4.2439 1.3082
C11 1.8528 5.5134 0.9977
C12 2.1974 5.8292 -0.2960
C13 2.0653 4.8944 -1.3289
C14 1.5793 3.6447 -1.0385
C15 1.2135 3.2978 0.2742
C16 0.7094 1.9685 0.5360
O2 0.7136 1.0913 -0.4489
N7 0.2565 1.6076 1.7000
N8 -0.0695 0.2847 1.6527
C17 -0.4902 -0.2797 2.7209
C18 -0.6780 -1.7072 2.6164
C19 -0.8007 -2.5214 3.7221
C20 -0.6121 -3.8835 3.5664
C21 -0.2480 -4.3606 2.3200
C22 -0.1709 -3.4816 1.2576
N9 -0.4616 -2.1823 1.3716
H11 0.7789 3.0796 2.7013
H12 1.9612 6.2260 1.8035
H13 2.5811 6.8175 -0.5135
H14 2.3437 5.1540 -2.3403
H15 1.4670 2.9025 -1.8179
H16 -0.5740 0.2694 3.6489
H17 -0.9451 -2.0745 4.6944
H18 -0.6762 -4.5481 4.4166
H19 0.0029 -5.3997 2.1636
H20 0.1602 -3.8206 0.2888
Cl1 5.2961 -2.2294 -0.0977
C23 3.7972 -1.4614 -0.1699
Cl2 2.6549 -3.8426 -0.7318
Cl3 3.7766 0.2086 0.0548
C24 2.6470 -2.1459 -0.4068
N10 1.4506 -1.5376 -0.3654
F1 1.4173 -1.0372 4.3878
B2 2.4708 -1.0468 3.4343
F2 2.0852 -1.9785 2.4095
F3 3.6675 -1.4263 3.9861
F4 2.5411 0.2248 2.8389

## Properties
Gap between HOMO and LUMO ... 6.09 eV
Highest occupied orbital energy ... -10.97 eV
Charge ... +1

=====

Which energy above the lowest of the compared OMol25 structures with the same formula, charge and spin belongs to each record? In order, 0.0000 0.0270 1.8342 5.0100 7.4429 0.2290 3.0836 0.0000 2.9766 0.6023 eV.